Computed, not measured: a molecular structure, C37H45HfO5PS2Si at a distorted geometry, with ωB97M-V/def2-TZVPD.

Structure (XYZ):
```
92
Properties=species:S:1:pos:R:3
Hf 0.544 0.956 -0.836
S 1.296 -1.180 -2.046
S -1.343 2.691 -0.061
P 0.970 0.584 2.160
Si -0.559 -1.993 -1.509
O -1.411 -0.583 -1.228
O -0.686 -2.652 -0.033
O -1.152 -3.050 -2.584
O 0.040 1.887 -2.625
O 1.498 2.925 -1.396
C -1.291 4.096 -1.091
C 3.874 0.386 2.074
C 0.864 2.419 2.295
C -3.038 -0.125 0.488
C 5.030 0.540 1.327
C 2.648 0.505 1.433
C -0.243 5.313 -2.912
C -0.240 -3.619 2.052
C 3.724 0.943 -0.657
C 0.505 -3.829 -4.145
C -2.162 5.166 -0.892
C -1.929 -4.332 -4.434
C 1.654 4.663 1.961
C -0.520 4.296 2.904
C -2.845 -0.511 -0.982
C 4.954 0.826 -0.027
C -3.385 0.533 -1.959
C 1.290 -4.014 0.090
C 0.470 5.165 2.473
C 1.859 3.296 1.872
C 1.784 -1.151 4.118
C -0.328 2.932 2.806
C 0.490 2.970 -2.139
C -1.128 6.360 -2.715
C 1.309 0.141 3.911
C -1.093 -2.000 -4.773
C 2.537 0.767 0.058
C 1.973 -0.735 6.467
C -3.536 -1.848 -1.227
C -0.158 -3.840 0.540
C 2.115 -1.589 5.384
C 1.510 0.555 6.266
C -0.912 -3.286 -3.972
C -2.090 6.271 -1.719
C -0.352 4.183 -2.130
C 1.163 0.991 4.999
C -1.006 -5.041 0.120
H -2.111 -1.631 -4.669
H 0.709 -4.003 -5.197
H 2.419 5.337 1.604
H -1.112 2.246 3.099
H -0.895 -2.189 -5.824
H 1.833 -3.086 0.255
H -2.941 -3.942 -4.373
H -2.891 5.105 -0.096
H 1.222 -3.109 -3.761
H -1.073 7.231 -3.350
H 1.918 -1.799 3.263
H -1.866 -5.221 -3.814
H 3.933 0.195 3.135
H -4.601 -1.746 -1.037
H 0.215 -2.660 2.291
H 5.864 0.961 -0.594
H -0.541 -5.966 0.450
H 0.621 -4.764 -3.600
H 0.273 -4.416 2.581
H -3.229 0.184 -2.978
H -3.384 -2.180 -2.250
H -1.999 -4.980 0.558
H -1.105 -5.050 -0.960
H -1.277 -3.584 2.376
H 5.995 0.482 1.809
H -2.657 0.873 0.693
H 1.322 -4.225 -0.975
H -1.458 4.681 3.275
H 0.796 1.995 4.855
H 1.423 1.233 7.101
H 3.688 1.176 -1.720
H 2.795 2.934 1.473
H 2.237 -1.065 7.462
H 0.313 6.233 2.519
H -2.786 7.085 -1.580
H -1.713 -4.600 -5.465
H -4.093 -0.158 0.746
H -3.132 -2.598 -0.557
H 1.771 -4.821 0.634
H -2.846 1.471 -1.840
H -0.403 -1.244 -4.410
H -4.448 0.703 -1.805
H 0.529 5.367 -3.664
H 2.486 -2.593 5.525
H -2.497 -0.838 1.108
```

LUMO, Eh: 0.0034
Spin multiplicity: 1
ΔE to the lowest compared entry with this formula, charge and spin, kcal per mole: 0.0
E_tot, eV: -89489.05747
Charge: 0



Computed, not measured: 6 unconnected molecules or ions with the total composition C37H45I2N2O, with ωB97M-V/def2-TZVPD.

Structure (XYZ):
```
87
Properties=species:S:1:pos:R:3
I -1.763 6.337 1.471
I -0.969 3.692 -1.281
O 2.185 0.506 1.112
N 1.258 2.637 1.042
N 0.009 2.180 3.523
C -0.840 4.009 -5.073
C 3.211 -4.470 -1.888
C -1.801 3.303 -5.783
C -2.450 0.390 6.197
C 4.622 -5.145 -0.060
C 1.804 0.850 -2.875
C -2.963 3.770 2.678
C -3.614 -4.235 -0.544
C 1.136 1.296 1.580
C 5.513 -5.715 -0.959
C 1.179 1.341 3.107
C -1.171 3.375 0.851
C 1.500 0.307 -4.117
C 5.254 -5.663 -2.321
C -1.419 -1.713 6.747
C 2.783 0.267 -2.080
C -0.658 3.834 -7.831
C -4.430 -4.820 0.415
C 2.169 -0.827 -4.558
C 0.299 4.543 -7.117
C -1.839 -1.154 4.446
C 0.241 3.575 3.010
C -2.315 4.260 1.364
C 3.450 -0.868 -2.522
C -2.528 -3.464 -0.154
C -2.393 0.055 4.849
C -1.963 -0.499 7.146
C 0.209 4.630 -5.734
C -3.074 -3.867 2.155
C 3.140 -1.415 -3.759
C -4.160 -4.636 1.765
C 3.473 -4.521 -0.525
C -1.708 3.216 -7.165
C -2.259 -3.281 1.195
C -1.353 -2.040 5.399
C 0.223 3.579 1.486
C 4.102 -5.043 -2.785
H -2.012 -0.248 8.197
H -0.928 -2.987 5.091
H -2.861 -3.730 3.209
H -0.456 4.276 3.465
H -5.276 -5.421 0.110
H -0.157 2.153 4.530
H -1.047 -2.407 7.489
H 0.744 0.769 -4.739
H -3.822 -4.384 -1.595
H -0.586 3.765 -8.908
H -2.620 2.823 -5.263
H -2.790 0.740 4.105
H -1.404 -2.687 1.497
H 1.932 -1.251 -5.525
H 1.839 -0.282 0.675
H -4.796 -5.094 2.511
H 5.949 -6.107 -3.022
H 4.823 -5.190 1.003
H -2.976 4.558 3.433
H 1.114 5.028 -7.637
H -1.795 -1.410 3.395
H 6.410 -6.202 -0.597
H 3.897 -5.008 -3.848
H 1.267 1.728 -2.541
H -1.493 2.330 0.908
H -2.881 1.334 6.508
H -0.909 4.073 -3.993
H -4.005 3.499 2.507
H 3.036 0.700 -1.120
H 0.162 0.842 1.295
H 1.099 0.332 3.511
H 4.215 -1.326 -1.906
H -1.891 -3.011 -0.903
H 2.777 -4.075 0.176
H 2.314 -3.984 -2.249
H -2.454 2.666 -7.724
H 1.302 2.578 0.029
H 1.250 3.838 3.326
H -2.445 2.921 3.126
H 2.095 1.807 3.467
H 0.956 5.179 -5.176
H -3.089 4.253 0.602
H 0.565 4.581 1.212
H 3.660 -2.300 -4.100
H -0.800 1.754 3.063
```

LUMO, Eh: -0.1023
Spin multiplicity: 1
E_tot, eV: -60321.43759
Charge: +1



Computed, not measured: a molecular structure, C37H45N4O23Y at a distorted geometry, with ωB97M-V/def2-TZVPD.

Structure (XYZ):
```
110
Properties=species:S:1:pos:R:3
Y -1.864 -2.294 0.860
O -1.289 -3.710 -1.015
O -1.693 2.458 5.211
O 6.182 2.434 5.800
O 5.984 2.447 1.115
O 2.606 -2.352 -6.138
O 0.903 3.404 1.450
O 3.636 1.358 5.816
O -0.484 -0.908 -0.620
O -0.489 -0.192 1.369
O 2.850 4.399 3.039
O 2.407 -4.652 -4.653
O 2.862 0.238 -2.294
O -4.074 2.973 0.140
O -4.164 1.794 -6.374
O 3.507 1.347 1.132
O 0.224 -3.206 1.504
O 2.671 -2.006 -0.817
O 0.700 0.993 -0.161
O -2.659 -0.178 -2.394
O -0.183 -0.588 -3.432
O -1.718 1.240 -7.481
O -3.378 -0.716 1.533
O 0.046 3.817 6.820
N -2.645 3.523 -1.556
N -1.102 -4.636 -3.078
N 2.155 -3.193 2.666
N -5.147 -0.087 2.811
C -0.963 -5.882 -3.802
C 0.750 3.346 2.791
C 1.179 -3.810 2.033
C -3.243 1.142 -5.638
C 2.724 -2.304 -4.939
C 0.378 3.640 5.545
C 5.494 2.184 2.192
C -6.071 0.994 3.130
C -5.559 -1.450 3.079
C -0.660 2.852 4.742
C -0.041 -0.040 0.197
C -1.119 0.016 -4.190
C 2.667 -2.130 -2.023
C 2.857 -0.953 -2.923
C 5.618 2.055 4.631
C 6.220 2.322 3.466
C -0.919 0.325 -5.476
C -2.461 0.154 -3.543
C -3.494 0.729 -4.390
C 3.577 1.332 3.479
C -2.550 3.766 -2.991
C 1.818 4.054 3.565
C -3.844 3.197 -1.035
C -1.421 3.673 -0.795
C 1.988 -1.779 3.021
C 4.140 1.581 2.298
C 4.214 1.585 4.781
C 2.455 -3.409 -2.684
C -1.109 -4.690 -1.759
C -4.086 0.178 2.059
C -1.944 0.988 -6.328
C 2.560 -3.479 -4.022
C 1.439 4.222 4.960
C 2.947 -1.031 -4.253
C 3.384 -3.840 3.076
C -0.291 2.706 3.320
C -1.306 -3.405 -3.832
H -3.822 1.237 2.025
H -0.979 -5.720 -1.417
H 4.211 -3.137 3.015
H -1.225 4.696 -0.479
H 2.597 -4.525 -5.603
H 0.942 -1.497 3.065
H -4.507 0.788 -4.014
H 1.760 3.827 1.238
H 3.120 -0.157 -4.865
H 2.116 4.765 5.611
H -5.648 1.990 3.020
H -1.678 -6.001 -4.618
H -4.709 -2.113 2.928
H 1.375 -4.884 1.953
H 2.496 0.136 -1.400
H 7.180 2.817 3.437
H -0.511 3.369 -1.320
H 3.388 -4.230 4.097
H -0.906 3.638 6.912
H -5.997 -1.538 4.068
H -1.374 2.951 0.020
H 5.539 2.302 6.515
H -2.056 -3.545 -4.608
H -0.896 2.113 2.644
H 0.036 -5.967 -4.237
H -0.308 -3.095 -4.137
H -6.878 0.939 2.393
H 0.792 1.529 0.660
H -2.555 4.830 -3.249
H -0.447 -0.569 -2.487
H -1.558 3.451 -3.321
H -6.270 -1.845 2.345
H -3.306 3.314 -3.625
H 0.097 0.259 -5.845
H -6.545 0.945 4.107
H -4.956 2.029 -5.877
H 2.625 0.821 3.372
H 2.389 -4.298 -2.073
H -1.752 -2.634 -3.204
H -1.113 -6.819 -3.262
H -4.552 3.131 -1.878
H 4.133 1.615 0.428
H 3.621 -4.706 2.458
H 2.447 -1.153 2.253
H 2.511 -1.606 3.959
```

LUMO, Eh: -0.2404
Spin multiplicity: 1
E_tot, eV: -93183.04160
Charge: +2